Molecular formula: C6H32N8O11
Method: DFT, ωB97M-V with the def2-TZVPD basis set

Values from the calculation:
Highest occupied orbital energy ... -9.6 eV
Kohn-Sham gap ... 10.076 eV
Energy relative to the best compared isomer or geometry (same formula, charge and spin) ... 0.00 kcal/mol
Energy ... -1513.68137 a.u.
Largest force on an atom ... 3.94 eV/A
SMILES string ... NC(N)=O.NC(N)=O.NC(N)=O.NC(N)=O.OCCO.O.O.O.O.O

Geometry as ORCA input:
```
! wB97M-V def2-TZVPD RIJCOSX def2/J DEFGRID3
* xyz 0 1
N 1.8934 -0.6691 -3.4538
C 0.9262 -1.5630 -3.0614
N -0.2519 -1.4296 -3.6401
O 1.1738 -2.3500 -2.1005
H 1.5543 0.2040 -3.8480
H 2.7645 -0.7980 -3.0572
H -0.4034 -0.6114 -4.2921
H -1.0637 -1.8802 -3.1918
N 0.5692 2.5959 -2.2783
C -0.7894 2.4754 -2.1589
N -1.3911 2.7453 -0.9426
O -1.5212 2.1076 -3.0954
H 1.2716 2.4433 -1.5086
H 0.8210 2.2773 -3.1643
H -0.8844 2.4391 -0.1424
H -2.4169 2.5177 -0.9348
N -2.9040 -0.1137 0.5097
C -1.7827 -0.6222 -0.0594
N -2.0305 -1.7820 -0.7678
O -0.6665 -0.1621 0.0875
H -3.7424 -0.6374 0.3653
H -2.8253 0.6876 1.1318
H -1.1826 -2.1744 -1.1384
H -2.8122 -2.3688 -0.4806
N -0.5477 0.9156 3.9474
C -1.4361 1.8759 3.4338
N -0.7883 2.9333 2.7527
O -2.6120 1.7700 3.4277
H 0.3600 0.8942 3.5550
H -1.0333 0.0224 4.0811
H -1.1354 3.8947 2.6100
H 0.1842 2.8590 2.9418
O 2.5836 -3.4399 0.1891
C 1.4273 -3.7114 1.0032
C 1.6565 -3.9963 2.4944
O 2.1752 -2.8428 3.1294
H 2.2562 -3.5077 -0.6950
H 0.6934 -2.9039 0.8727
H 0.9669 -4.5674 0.4942
H 2.3642 -4.8508 2.5668
H 0.7337 -4.2463 2.9520
H 2.8057 -2.3723 2.5886
O 2.2679 -0.2810 -0.0507
H 1.3164 -0.0564 -0.0823
H 2.1848 -1.2427 -0.2883
O -3.8068 2.6528 0.9128
H -3.5594 2.7135 1.8506
H -4.5791 3.2224 0.8974
O 2.0989 0.2641 2.7574
H 2.2548 0.0303 1.8030
H 1.9893 -0.5971 3.1132
O -0.0894 1.1377 -4.8299
H -0.8388 1.6759 -4.3776
H 0.0135 1.4165 -5.7725
O 1.6701 2.4889 0.6736
H 2.5610 2.7982 1.0035
H 1.5570 1.7192 1.2668
*
```

natural (NBO) atomic charge list, values in e, 2 entries: -0.8485, 0.7882